A single C3H5NO2 molecule at a distorted geometry, computed with ωB97M-V with the def2-TZVPD basis set.

Each line ends with the Löwdin charge.
Element x y z (Å)
O  1.7000  0.2530  0.3968  -0.07
C  0.7419  -0.4939  -0.3528  -0.18
C  -0.5649  0.1804  0.0602  -0.40
O  -0.3991  1.5326  -0.2621  -0.01
C  -1.8032  -0.4392  -0.4357  -0.13
N  -2.7597  -1.0385  -0.6875  0.16
H  1.3184  0.2839  1.2902  0.10
H  0.9555  -0.3248  -1.4139  0.14
H  0.7930  -1.5585  -0.1146  0.13
H  -0.6140  0.0409  1.1602  0.15
H  0.5729  1.6233  -0.1011  0.10

Cartesian forces (eV/Å) of the 3 atoms listed first:
0.2 -0.3 0.2
0.0 -0.2 0.0
0.1 -0.4 0.2

Properties
DFT total energy ... -322.50547 a.u.
Net charge ... 0
Relative energy (zero: lowest compared OMol25 entry of this formula, charge and spin) ... 43.2 kcal per mole
Structure (SMILES) ... N#C[C@H](O)CO

A single C3H5NO2 molecule at a distorted geometry, computed with ωB97M-V with the def2-TZVPD basis set.

Each line ends with the Löwdin charge.
Element x y z (Å)
C  0.1172  0.7779  -0.5811  -0.14
C  -1.0204  0.5801  0.4177  -0.05
C  -0.3454  -0.7497  0.7863  -0.45
H  1.8686  -1.6067  -1.0170  0.13
H  -0.1927  0.9342  -1.6203  0.11
H  0.8327  1.5898  -0.3382  0.13
H  -2.0771  0.3933  0.0547  0.13
H  -1.0682  1.2846  1.2567  0.12
N  0.5235  -0.5624  -0.2903  -0.15
O  1.8066  -1.0124  -0.2346  0.04
O  -0.4449  -1.6286  1.5660  0.13

Cartesian forces (eV/Å) of the 3 atoms listed first:
-0.1 1.7 -0.9
-2.0 -0.2 0.7
0.2 0.9 -1.3

Properties
DFT total energy ... -322.47164 a.u.
Net charge ... 0
Relative energy (zero: lowest compared OMol25 entry of this formula, charge and spin) ... 64.4 kcal per mole
Structure (SMILES) ... O=C1CCN1O

A single C3H5NO2 molecule at a distorted geometry, computed with ωB97M-V with the def2-TZVPD basis set.

Each line ends with the Löwdin charge.
Element x y z (Å)
O  0.7798  -2.5319  0.1339  0.22
C  0.0991  -1.6218  0.3785  -0.35
N  -0.7267  -0.8037  0.8396  0.06
C  -0.2465  0.5951  0.7732  -0.15
C  0.3236  0.7926  -0.6761  -0.22
O  -0.0631  -0.3813  -1.3589  -0.11
H  -0.8869  -0.6119  -0.7745  0.10
H  -1.0820  1.2647  0.9896  0.11
H  0.5119  0.7247  1.5476  0.11
H  1.4164  0.9237  -0.6692  0.12
H  -0.1254  1.6498  -1.1835  0.11

Cartesian forces (eV/Å) of the 3 atoms listed first:
-0.5 0.6 0.0
-0.2 -1.1 1.7
0.9 -0.6 1.0

Properties
DFT total energy ... -322.48981 a.u.
Net charge ... 0
Relative energy (zero: lowest compared OMol25 entry of this formula, charge and spin) ... 53.0 kcal per mole
Structure (SMILES) ... O=C=NCCO